A molecular structure, C5H5Br. Source: the OMol25 dataset; level of theory: ωB97M-V/def2-TZVPD.

Charge = 0
Gap between HOMO and LUMO (spin up / spin down) = 7.760 / 7.760 eV
Multiplicity = 1
HOMO energy (spin up / spin down) = -8.42 / -8.42 eV

Geometry as XYZ:
```
11
Properties=species:S:1:pos:R:3:forces:R:3:nbo_charge:R:1
C -1.1073 -0.9108 -0.5459 -1.999 2.211 -0.689 -0.469
C -1.3121 0.5406 -0.5272 0.764 0.237 -0.670 0.155
C 0.0122 1.2569 -0.2495 -1.306 -1.156 1.118 -0.653
C -0.1577 -1.3831 0.1932 4.444 1.069 1.992 -0.041
C 0.8340 0.2656 0.5666 -0.530 -3.765 0.664 -0.265
Br 2.6665 -0.0744 -0.0204 -0.296 0.195 0.184 0.006
H -1.9793 -1.3250 -0.9654 -0.573 -1.565 -0.496 0.237
H 0.3714 1.7743 -1.1721 0.114 -0.732 0.764 0.288
H -0.3434 2.0082 0.4450 0.281 0.737 0.056 0.257
H 0.1782 -2.4463 0.5418 -0.812 2.302 -0.525 0.240
H 0.8375 0.2941 1.7339 -0.089 0.468 -2.397 0.244
```
Forces are in eV/Å.

C6H9N in the gas phase. Source: the OMol25 dataset; level of theory: ωB97M-V/def2-TZVPD.

Charge = 0
Gap between HOMO and LUMO = 10.082 eV
Multiplicity = 1
HOMO energy = -9.07 eV

Geometry as XYZ:
```
16
Properties=species:S:1:pos:R:3:forces:R:3:nbo_charge:R:1
C -1.9878 1.4195 -0.6968 -0.549 -1.050 0.120 -0.646
C -0.5794 1.6036 -0.4255 0.359 -0.275 0.113 -0.046
C 0.4665 1.1174 -0.0764 0.455 2.076 -0.650 0.033
C 1.7368 0.5137 0.2821 -0.114 0.140 -0.043 -0.495
C 1.2975 -0.9132 0.5619 -0.566 0.261 0.047 -0.058
C -0.2095 -1.1180 0.4273 -1.152 -1.031 0.140 -0.270
N 0.7354 -1.6498 -0.5479 -0.177 -0.415 -0.120 -0.596
H -2.2387 1.5319 -1.7548 -0.031 0.139 0.178 0.234
H -2.6421 2.0364 -0.0717 0.071 -0.147 -0.216 0.231
H -2.1424 0.3026 -0.4371 -0.609 1.812 -0.480 0.197
H 2.1365 0.9869 1.1856 0.006 -0.163 -0.077 0.234
H 2.4647 0.6361 -0.5272 -0.003 -0.252 0.147 0.239
H 1.8704 -1.4914 1.3081 -0.567 0.388 -0.225 0.203
H -1.1339 -0.5866 -0.0013 2.497 -0.412 0.876 0.205
H -0.6123 -1.7399 1.2008 0.092 -1.027 0.267 0.179
H 0.8383 -2.6490 -0.4270 0.289 -0.044 -0.078 0.356
```
Forces are in eV/Å.

C23H28N2O3S in the gas phase. Source: the OMol25 dataset; level of theory: ωB97M-V/def2-TZVPD.

Charge = 0
Gap between HOMO and LUMO = 7.634 eV
Multiplicity = 1
HOMO energy = -8.10 eV

Geometry as XYZ:
```
57
Properties=species:S:1:pos:R:3:forces:R:3:nbo_charge:R:1
C -4.7986 -5.0730 -1.2820 -0.049 -0.019 -0.006 -0.629
C -4.9367 -3.9145 -0.3442 0.080 0.031 0.016 -0.017
C -6.2075 -3.4842 0.0508 0.167 0.107 0.078 -0.178
C -6.3718 -2.4226 0.9128 0.093 0.190 0.149 -0.235
C -5.2560 -1.7545 1.4107 0.456 -0.681 -0.568 0.306
O -5.4682 -0.7154 2.2564 -0.257 0.125 0.108 -0.456
C -4.4608 0.0214 2.8186 0.074 0.460 0.369 0.769
O -4.7516 0.9251 3.5559 0.082 -0.286 -0.235 -0.548
C -3.1067 -0.3797 2.4560 0.145 -0.647 -0.530 -0.219
C -1.9082 0.2132 2.9109 0.421 -0.070 -0.055 -0.140
C -0.7944 -0.3911 2.4060 -0.678 -0.042 -0.103 -0.292
C 0.5976 0.0130 2.6954 0.014 -0.079 0.110 0.637
O 0.8384 1.0143 3.3410 0.002 0.173 0.045 -0.610
N 1.5514 -0.8174 2.2148 0.042 -0.219 -0.159 -0.603
C 2.9572 -0.4900 2.2626 0.427 0.068 -0.049 -0.231
C 3.4877 -0.1299 0.8750 -0.313 0.239 0.304 -0.403
C 2.8369 1.1522 0.3379 0.156 -0.403 0.009 -0.225
N 3.0738 1.2687 -1.0908 0.041 -0.053 -0.078 -0.476
C 1.8992 1.4930 -1.9250 -0.382 0.050 0.050 -0.030
C 0.8078 0.4509 -1.6812 0.246 0.206 -0.094 -0.615
C 1.3666 2.9260 -1.7903 0.237 -0.137 -0.323 -0.423
C 2.4631 3.9062 -2.1996 -0.048 0.030 0.215 -0.399
C 3.7239 3.6580 -1.3742 0.020 -0.165 -0.050 -0.421
C 4.1634 2.1813 -1.4174 0.282 0.124 -0.089 -0.027
C 4.8104 1.8132 -2.7544 -0.060 0.072 0.286 -0.618
S -1.2044 -1.7093 1.3360 -0.473 0.341 0.278 0.429
C -2.8879 -1.4384 1.5915 0.491 0.518 0.429 -0.140
C -3.9710 -2.1744 1.0264 -0.707 -0.011 0.011 -0.074
C -3.8313 -3.2530 0.1494 -0.261 0.137 0.121 -0.194
H -5.3261 -4.8705 -2.2128 0.007 -0.051 -0.098 0.222
H -3.7544 -5.2701 -1.5081 0.055 -0.063 -0.055 0.216
H -5.2354 -5.9682 -0.8417 0.011 -0.107 -0.031 0.222
H -7.0776 -3.9976 -0.3301 -0.115 -0.047 -0.036 0.215
H -7.3510 -2.0903 1.2173 -0.126 0.040 0.036 0.233
H -1.8696 1.0482 3.5858 0.074 0.152 0.116 0.264
H 1.2851 -1.5882 1.6212 -0.004 0.065 0.098 0.389
H 3.0563 0.3589 2.9427 0.037 -0.154 0.013 0.235
H 3.5079 -1.3434 2.6706 -0.023 0.135 0.047 0.199
H 4.5697 -0.0077 0.9233 0.101 -0.047 -0.049 0.208
H 3.2766 -0.9442 0.1787 0.033 -0.012 -0.060 0.199
H 3.2274 2.0111 0.8969 -0.088 0.038 -0.012 0.189
H 1.7670 1.1088 0.5371 -0.002 0.080 0.041 0.200
H 2.2449 1.3554 -2.9562 -0.070 0.056 0.017 0.191
H 1.2508 -0.5382 -1.5991 0.019 -0.173 0.006 0.211
H 0.1138 0.4521 -2.5184 -0.106 -0.013 -0.050 0.216
H 0.2370 0.6595 -0.7791 -0.089 -0.002 0.111 0.201
H 1.0734 3.1097 -0.7538 -0.089 -0.028 0.085 0.199
H 0.4853 3.0576 -2.4208 -0.089 0.006 0.035 0.208
H 2.1255 4.9349 -2.0532 0.038 0.003 -0.092 0.210
H 2.6811 3.7798 -3.2625 -0.029 0.045 -0.070 0.192
H 4.5396 4.2896 -1.7300 0.055 0.056 0.070 0.209
H 3.5190 3.9330 -0.3365 0.032 0.054 0.043 0.200
H 4.9278 2.0289 -0.6461 -0.051 0.022 -0.046 0.195
H 4.1924 2.0978 -3.6002 -0.039 0.022 -0.157 0.199
H 5.7672 2.3210 -2.8483 0.094 0.075 -0.081 0.210
H 4.9781 0.7401 -2.7924 0.029 -0.106 -0.033 0.219
H -2.8336 -3.5572 -0.1330 0.087 -0.105 -0.087 0.210
```
Forces are in eV/Å.

11 unconnected molecules or ions with the total composition C42H56N8O18. Source: the OMol25 dataset; level of theory: ωB97M-V/def2-TZVPD.

Charge = -2
Gap between HOMO and LUMO = 6.192 eV
Multiplicity = 1
HOMO energy = -2.70 eV

Geometry as XYZ:
```
124
Properties=species:S:1:pos:R:3:forces:R:3:lowdin_charge:R:1
O -0.5687 1.2419 -1.0811 0.760 -0.716 0.771 -0.360
C -0.0606 0.9326 0.2531 -0.979 1.611 -0.374 -0.289
C -0.6134 -0.1322 1.2735 -2.063 -1.838 -1.367 -0.379
O -2.0014 -0.2402 1.5579 1.460 0.111 0.164 -0.332
H -0.1885 1.8500 0.8276 0.082 0.590 0.260 0.076
H 1.0163 0.8391 0.1129 0.605 -0.637 0.487 0.064
H -0.0277 -0.2296 2.1876 0.486 1.262 0.470 0.043
H -0.3109 -1.1252 0.9409 0.381 -0.755 -1.164 0.049
C 1.3853 1.0909 -3.8832 0.392 -1.318 0.134 -0.005
C 1.5645 0.4196 -5.1135 -0.827 0.617 1.238 0.010
C 2.7993 0.3878 -5.6969 0.680 -0.087 0.124 -0.363
C 3.8672 0.9670 -5.0406 -0.391 -0.094 -0.136 -0.035
C 3.6871 1.5702 -3.8070 0.914 0.890 0.346 -0.016
C 2.4584 1.6337 -3.1616 -0.673 -0.692 -1.868 -0.311
O 2.2855 2.2239 -1.9577 0.979 0.179 -0.293 0.023
O 2.9413 -0.1709 -6.9350 -0.666 -0.384 -1.068 0.025
H 0.4569 0.9555 -3.3484 -0.328 0.286 -0.125 0.085
H 0.7197 -0.0935 -5.5486 -0.050 0.051 -0.153 0.122
H 4.8040 0.9291 -5.5768 0.383 0.299 0.325 0.108
H 4.5207 2.1215 -3.3977 0.218 -0.181 0.376 0.113
H 1.3546 2.1604 -1.7320 -1.176 -0.771 0.594 0.048
H 3.7556 -0.6437 -7.1218 0.172 0.242 0.613 0.096
C -2.5196 -6.1051 0.5511 0.092 -0.649 0.160 -0.047
C -3.0298 -4.8372 0.3805 0.537 -0.374 0.270 -0.008
C -2.1611 -3.7456 0.2528 -0.645 0.354 -0.142 -0.362
C -0.7940 -3.9545 0.2572 0.727 -2.108 0.745 -0.005
C -0.2820 -5.2880 0.4951 -0.795 1.913 -0.313 -0.012
C -1.1490 -6.3559 0.6078 0.856 0.633 -0.396 -0.341
O -0.5561 -7.6165 0.7161 -0.924 0.409 0.191 0.011
O -2.7445 -2.5409 0.1315 -0.674 -1.089 -0.764 0.057
H -3.2156 -6.9126 0.7238 -0.125 -0.283 -0.105 0.102
H -4.1013 -4.7178 0.4429 0.012 0.364 -0.156 0.118
H -0.1126 -3.1214 0.1681 0.000 0.079 0.033 0.087
H 0.7769 -5.4410 0.6424 0.131 -0.035 -0.204 0.098
H -1.2913 -8.2031 0.9080 0.088 -0.423 0.063 0.082
H -2.3138 -1.8280 0.6089 0.586 1.776 0.844 0.037
C -0.9826 -2.2850 -2.8581 1.173 -0.033 0.123 -0.041
C -0.9373 -3.6021 -3.2862 -1.017 -0.411 0.148 -0.040
C -2.0292 -4.1350 -3.9435 -2.121 2.972 -0.441 -0.357
C -3.1779 -3.3021 -4.2528 2.329 -0.346 0.557 -0.008
C -3.0955 -1.9694 -3.9332 0.024 -0.065 0.452 -0.008
C -1.9876 -1.4449 -3.2110 -1.208 0.136 -1.045 -0.338
O -1.9422 -0.1355 -2.9920 -1.251 0.350 -0.924 0.054
O -2.0973 -5.4097 -4.3293 0.490 -1.767 0.035 0.035
H -0.1597 -1.8494 -2.3109 0.202 -0.057 0.150 0.117
H -0.1212 -4.2439 -2.9887 0.214 -0.127 -0.042 0.107
H -4.0601 -3.6472 -4.7714 0.140 -0.449 0.000 0.100
H -3.9571 -1.3784 -4.2066 0.191 0.549 0.168 0.109
H -1.2131 0.1634 -2.4436 0.638 0.350 1.502 0.028
H -1.4184 -5.7831 -3.7625 0.068 -1.032 -0.224 0.092
C -0.1895 5.0066 -4.5440 -1.414 -1.302 1.476 0.012
C -0.5820 3.9352 -3.6968 0.534 0.866 -1.648 -0.018
C -1.8531 3.9051 -3.1693 -0.882 -2.107 2.079 -0.318
C -2.6737 4.9820 -3.2836 -0.832 2.747 -1.299 -0.011
C -2.3165 6.0815 -4.1186 -0.373 -1.563 -0.014 -0.018
C -1.1315 6.0299 -4.8023 2.418 -0.599 0.933 -0.347
O -0.6283 7.1594 -5.4432 -0.327 0.390 -0.430 -0.015
O -2.3340 2.8362 -2.3905 -0.113 2.452 -1.685 0.028
H 0.8518 5.0171 -4.8305 -0.080 0.330 -0.520 0.109
H 0.0625 3.0897 -3.5070 0.184 0.086 -0.073 0.081
H -3.5874 5.0995 -2.7200 -0.106 -0.531 0.037 0.111
H -2.9400 6.9308 -4.3561 -0.301 0.063 0.521 0.107
H -0.0890 7.5666 -4.7613 0.156 0.311 -0.186 0.094
H -1.6020 2.3904 -1.9581 0.840 -1.278 0.944 0.008
C 4.2744 2.2089 0.6700 -1.162 -0.544 -0.589 -0.025
C 3.3633 3.0939 1.2262 0.598 0.418 0.401 -0.009
C 3.8149 4.3035 1.7299 -1.746 0.526 0.908 -0.340
C 5.1239 4.6519 1.6899 1.922 -1.267 -0.866 -0.023
C 6.0202 3.7446 1.0891 -0.165 0.132 -0.770 -0.012
C 5.6048 2.5296 0.4897 0.971 0.805 0.943 -0.282
O 6.5593 1.7707 -0.2320 -0.608 0.918 0.270 -0.003
O 3.0129 5.1383 2.4764 0.211 0.077 0.455 0.022
H 3.7951 1.2944 0.3534 0.545 -0.356 -0.409 0.097
H 2.3193 2.8461 1.3489 -0.086 -0.202 -0.130 0.112
H 5.4824 5.5713 2.1288 -0.091 0.026 -0.014 0.114
H 7.0438 4.0721 0.9827 0.254 -0.261 0.013 0.099
H 6.6846 0.8723 0.0823 -0.487 -0.022 0.358 0.092
H 2.2100 5.4471 2.0504 -0.288 -0.146 -0.778 0.067
C -1.6495 -4.4042 4.4921 -0.242 -1.952 1.859 -0.011
C -2.1239 -3.2630 3.9083 0.209 -0.024 2.148 0.004
C -2.4879 -2.2412 4.8166 0.864 -2.175 0.012 -0.350
C -2.4702 -2.4137 6.2219 0.198 1.735 -1.491 -0.031
C -2.1494 -3.6043 6.7746 1.120 -3.238 -1.014 -0.062
C -1.7196 -4.6611 5.9229 -0.590 2.068 -1.679 -0.299
O -1.4134 -5.9100 6.4206 -0.006 -0.087 -0.049 0.001
O -2.7650 -1.1087 4.2733 -1.285 3.525 0.684 0.064
H -1.3481 -5.1972 3.8238 0.200 -0.367 0.156 0.100
H -2.1566 -3.1669 2.8331 -0.019 0.348 0.036 0.106
H -2.4391 -1.5406 6.8568 -0.759 0.256 -0.107 0.116
H -2.1625 -3.8079 7.8351 0.048 0.276 0.263 0.102
H -2.0084 -6.0207 7.1658 0.120 -0.257 0.149 0.085
H -2.3172 -0.9464 3.4399 0.262 0.298 -1.745 0.059
C -5.9688 0.6240 3.5793 -2.718 0.110 0.510 -0.782
O -6.1077 -0.0653 4.5568 -0.741 -1.276 1.149 0.034
N -6.9572 1.1317 2.7939 -2.045 0.241 -0.633 0.126
N -4.8602 1.0667 3.1329 4.893 1.082 -0.746 0.187
H -6.6312 1.8221 2.1328 -0.979 -0.227 0.017 0.086
H -7.9348 1.0246 3.0243 0.427 0.177 -0.059 0.095
H -4.8372 1.7392 2.3797 0.779 -0.639 0.202 0.118
H -4.0416 0.6182 3.5188 0.413 0.385 -0.447 0.099
C 3.9719 -2.6088 1.1814 -0.406 -0.554 0.775 -0.811
O 4.6409 -2.4412 2.1531 1.473 0.793 1.986 0.067
N 3.7854 -3.7550 0.5927 0.677 -5.424 -1.859 0.142
N 3.1713 -1.7860 0.5765 -2.764 5.543 -1.439 0.169
H 3.4011 -3.7667 -0.3412 0.105 -0.493 0.433 0.104
H 4.1772 -4.5996 0.9842 0.144 0.288 -0.336 0.115
H 2.5838 -2.0269 -0.2089 0.194 -0.193 0.406 0.106
H 2.8192 -0.9656 1.0488 0.467 0.109 0.016 0.105
C 1.6702 -0.0391 5.0004 2.394 5.661 2.527 -0.848
O 2.2698 0.4286 5.9557 1.424 -0.517 2.360 -0.007
N 1.3920 0.8039 4.0602 -1.108 1.388 -3.703 0.184
N 1.2166 -1.1963 4.9191 -2.628 -7.606 0.101 0.208
H 1.9232 1.6625 4.0341 -0.345 -0.277 -0.263 0.121
H 0.8766 0.3877 3.2977 0.177 1.203 -0.582 0.055
H 1.1929 -1.7434 5.7677 0.142 0.065 -0.247 0.130
H 0.6864 -1.5791 4.1494 0.074 0.301 0.061 0.116
C 1.0015 5.2551 -0.5332 -0.659 -0.646 -0.115 -0.800
O 1.2098 6.1069 0.2780 0.465 2.947 2.712 0.029
N -0.0676 4.4927 -0.5384 -2.612 -0.916 1.067 0.212
N 1.7906 5.0038 -1.5242 2.902 -0.401 -3.266 0.195
H -0.7683 4.7837 0.1282 0.013 -0.721 -0.098 0.131
H -0.1334 3.6153 -1.0344 -0.386 -0.084 0.249 0.064
H 1.6705 4.1321 -2.0200 0.524 0.485 -0.203 0.071
H 2.5991 5.5880 -1.6827 -0.094 -0.482 0.241 0.127
```
Forces are in eV/Å.

C2H4N2S2 in the gas phase. Source: the OMol25 dataset; level of theory: ωB97M-V/def2-TZVPD.

Charge = 0
Gap between HOMO and LUMO = 8.500 eV
Multiplicity = 1
HOMO energy = -8.55 eV

Geometry as XYZ:
```
10
Properties=species:S:1:pos:R:3:forces:R:3:nbo_charge:R:1
S -4.3120 0.4126 -0.0240 0.779 -0.328 -0.301 -0.081
N -2.6324 0.2347 -0.1068 -0.244 -1.333 0.535 -0.235
N -1.7839 1.1107 -0.0882 0.215 -0.221 -0.134 -0.112
C -0.3925 0.6443 0.1151 -0.990 3.399 -1.350 -0.308
C -0.2187 -0.8590 0.0420 2.447 -1.320 1.281 -0.629
S -1.8887 -1.5050 -0.0121 -0.685 0.714 -0.006 0.378
H -0.2480 1.2258 1.0304 0.880 -0.910 0.476 0.245
H 0.0863 1.3225 -0.6595 0.308 -1.425 0.683 0.242
H 0.4023 -1.1824 -0.8724 -1.065 0.551 1.407 0.247
H 0.3833 -1.2413 1.0448 -1.645 0.874 -2.592 0.253
```
Forces are in eV/Å.

C5H9NO in the gas phase. Source: the OMol25 dataset; level of theory: ωB97M-V/def2-TZVPD.

Charge = 0
Gap between HOMO and LUMO = 10.276 eV
Multiplicity = 1
HOMO energy = -9.50 eV

Geometry as XYZ:
```
16
Properties=species:S:1:pos:R:3:forces:R:3:nbo_charge:R:1
C -1.9587 0.6713 1.2413 -0.039 0.045 0.051 -0.608
C -1.2527 -0.0783 0.1159 -0.040 -0.119 0.078 -0.252
N -0.6125 0.8680 -0.7807 0.410 -0.051 -0.027 -0.373
C 0.6422 0.8720 -0.9407 -0.254 0.090 -0.025 0.123
C 1.6885 -0.0085 -0.2848 -0.064 0.008 0.019 -0.608
C 1.7184 -1.4435 -0.7736 -0.245 -0.174 -0.144 0.446
O 0.8158 -1.9922 -1.3536 0.413 0.247 0.203 -0.507
H -2.5948 1.4615 0.8317 0.078 -0.116 0.048 0.217
H -2.5819 -0.0113 1.8286 0.102 0.091 -0.081 0.210
H -1.2326 1.1377 1.9168 -0.100 -0.048 -0.107 0.199
H -0.5718 -0.8352 0.5296 -0.073 0.119 -0.052 0.166
H -1.9908 -0.6208 -0.4855 0.101 0.071 0.083 0.212
H 1.0372 1.6127 -1.6428 -0.049 -0.090 0.092 0.175
H 1.5388 -0.0561 0.8043 0.009 -0.030 -0.125 0.251
H 2.6857 0.4238 -0.4291 -0.138 -0.076 0.011 0.237
H 2.6548 -1.9914 -0.5332 -0.113 0.034 -0.026 0.111
```
Forces are in eV/Å.

These records have ΔE to the lowest compared entry with this formula, charge and spin values of 87.96; 104.73; 7.43; 84.57; 83.01; 40.93 kcal/mol, in the order they appear.